{
  "formula": "C3H9INOP",
  "method": "the ωB97M-V functional and the def2-TZVPD basis",
  "species": ["C", "C", "N", "P", "C", "O", "I", "H", "H", "H", "H", "H", "H", "H", "H", "H"],
  "coordinates": [[0.29728, -0.65534, 2.56010], [-0.39371, -0.15010, 1.27905], [0.42326, -0.17209, 0.03770], [-0.54153, 0.37512, -1.27206], [0.61543, 0.68387, -2.79006], [-1.37722, 1.45123, -0.80896], [-1.82895, -1.56170, -2.14195], [0.96176, 0.09431, 2.92725], [-0.45545, -0.71886, 3.34451], [0.93027, -1.56543, 2.44338], [-1.41381, -0.65950, 1.14649], [-0.70579, 0.87319, 1.42946], [1.11594, -1.00886, -0.10520], [0.80696, 1.79112, -2.84676], [1.60954, 0.34347, -2.46822], [0.16032, 0.39920, -3.71928]],
  "spin_multiplicity": 1,
  "smiles": "CCN[P@](C)(=O)I",
  "energy_ha": -888.7908,
  "total_charge": 0
}


{
  "formula": "C5H12N2O",
  "method": "the ωB97M-V functional and the def2-TZVPD basis",
  "species": ["C", "C", "C", "C", "N", "C", "N", "O", "H", "H", "H", "H", "H", "H", "H", "H", "H", "H", "H", "H"],
  "coordinates": [[0.08169, -1.48041, -1.91977], [-0.24505, -1.86447, -0.47602], [-0.88714, -0.64725, 0.29080], [0.04091, 0.31151, 1.10508], [-0.73331, 1.11197, 2.05050], [0.99177, 1.10716, 0.23109], [0.69901, 2.37791, -0.09711], [1.97994, 0.58538, -0.26267], [0.14551, -2.32551, -2.60136], [-0.54380, -0.71191, -2.35527], [1.08877, -1.07006, -2.00494], [0.67417, -2.10745, 0.05943], [-0.95686, -2.68251, -0.45643], [-1.57740, -0.96444, 1.08252], [-1.46018, -0.13856, -0.49069], [0.57351, -0.43575, 1.70265], [-0.99225, 2.02514, 1.72147], [-0.26694, 1.06139, 2.93190], [1.27893, 2.77841, -0.81788], [0.10874, 3.06946, 0.30669]],
  "spin_multiplicity": 1,
  "smiles": "CCC[C@H](N)C(N)=O",
  "energy_ha": -382.4627,
  "total_charge": 0
}


{
  "formula": "C30H25AsGeN2OsS2",
  "method": "the ωB97M-V functional and the def2-TZVPD basis",
  "species": ["Os", "S", "C", "C", "C", "C", "N", "C", "C", "C", "S", "C", "N", "H", "H", "C", "Ge", "C", "C", "C", "H", "H", "H", "H", "H", "H", "H", "H", "H", "H", "C", "C", "C", "C", "C", "C", "As", "C", "C", "C", "C", "C", "C", "C", "C", "C", "C", "C", "C", "H", "H", "H", "H", "H", "H", "H", "H", "H", "H", "H", "H", "H"],
  "coordinates": [[1.60190, -0.10702, -0.06035], [3.85770, 0.12957, 0.08473], [4.03082, 1.35439, 1.33207], [5.15125, 2.16907, 1.42906], [5.22707, 3.14119, 2.41787], [6.37391, 4.00130, 2.46632], [7.30028, 4.68079, 2.48205], [4.17943, 3.28483, 3.34272], [3.06955, 2.45486, 3.26013], [2.98992, 1.49858, 2.25731], [1.57711, 0.46023, 2.11651], [4.22944, 4.28772, 4.36627], [4.25945, 5.07736, 5.20040], [5.96571, 2.06318, 0.72453], [2.26288, 2.56825, 3.97274], [-1.72346, 2.19834, -2.20216], [-0.22362, 2.70362, -1.03945], [-0.80097, 2.98805, 0.80099], [0.63383, 4.32281, -1.72081], [1.07760, 1.22406, -1.18162], [-2.65573, 2.56214, -1.76756], [-1.81090, 1.11886, -2.32263], [-1.60032, 2.64502, -3.18891], [-1.85124, 3.28290, 0.80786], [-0.21147, 3.78518, 1.25404], [-0.67057, 2.09608, 1.41128], [-0.11896, 5.09449, -1.88930], [1.15061, 4.13748, -2.66206], [1.35634, 4.70159, -0.99805], [1.59609, 1.12727, -2.15940], [-0.91901, -4.71021, 3.09317], [-0.82618, -5.13086, 1.77509], [-0.68396, -4.20064, 0.75382], [-0.62810, -2.84702, 1.05895], [-0.70895, -2.42516, 2.38231], [-0.86153, -3.35685, 3.39693], [-0.43150, -1.48464, -0.30686], [-2.23811, -0.86816, -0.54515], [-2.96600, -0.03928, 0.28932], [-4.28063, 0.26038, -0.04271], [-4.84399, -0.26927, -1.19635], [-4.11044, -1.10340, -2.02763], [-2.79361, -1.41282, -1.70745], [-1.88914, -2.27665, -2.49942], [-2.19423, -2.87011, -3.71889], [-1.23065, -3.62166, -4.37579], [0.04038, -3.77792, -3.83659], [0.35860, -3.18246, -2.62312], [-0.61236, -2.45440, -1.95749], [-1.03082, -5.43731, 3.88682], [-0.86466, -6.18610, 1.53783], [-0.62056, -4.53508, -0.27409], [-0.63608, -1.37194, 2.63019], [-0.92490, -3.02561, 4.42514], [-2.52168, 0.37726, 1.18451], [-4.86495, 0.90803, 0.59770], [-5.86881, -0.03167, -1.45028], [-4.56790, -1.50657, -2.92189], [-3.17194, -2.74344, -4.16544], [-1.46906, -4.08192, -5.32576], [0.78487, -4.35647, -4.36723], [1.35220, -3.29018, -2.20421]],
  "spin_multiplicity": 1,
  "energy_ha": -6467.4288,
  "total_charge": 0
}


{
  "formula": "C36H45Br3F13NO14SSi",
  "method": "the ωB97M-V functional and the def2-TZVPD basis",
  "species": ["C", "C", "C", "C", "C", "C", "C", "C", "C", "C", "C", "O", "Si", "C", "C", "C", "C", "O", "N", "C", "C", "C", "C", "F", "F", "C", "F", "F", "S", "F", "F", "F", "F", "F", "C", "Br", "C", "C", "Br", "C", "Br", "H", "H", "H", "H", "H", "H", "H", "H", "H", "H", "H", "H", "H", "H", "H", "H", "H", "H", "H", "H", "H", "H", "H", "H", "H", "H", "H", "H", "H", "H", "H", "H", "H", "C", "C", "O", "C", "O", "O", "F", "H", "H", "H", "C", "C", "O", "C", "O", "O", "F", "H", "H", "H", "C", "C", "O", "C", "O", "O", "F", "H", "H", "H", "C", "C", "O", "C", "O", "O", "F", "H", "H", "H"],
  "coordinates": [[4.15648, -1.88044, -1.43759], [4.75845, -1.30842, -0.00226], [6.03800, -2.14564, 0.63162], [6.71459, -1.63396, 2.03384], [6.10158, -0.28883, 2.74241], [4.80833, 0.52787, 2.11292], [4.08614, 0.03754, 0.72887], [2.81993, 0.73356, -0.03587], [2.04947, 1.91777, 0.78337], [2.93574, 3.28633, 1.11880], [4.20808, 3.49466, 0.05271], [3.77626, 3.57960, -1.34006], [5.04840, 3.34820, -2.50692], [6.71100, 2.65591, -1.85076], [4.37235, 2.01658, -3.78441], [5.47187, 4.90682, -3.58434], [1.44446, 1.06451, 2.08964], [1.88022, 0.98545, 3.34606], [0.16316, 0.40165, 1.53927], [-0.66396, 1.34113, 0.63453], [-1.68954, 2.28670, 1.49485], [-3.20989, 1.71653, 1.68497], [-3.48982, 0.98614, 3.16026], [-2.67959, -0.24593, 3.36432], [-2.94093, 1.97365, 4.16765], [-5.07370, 0.84731, 3.54085], [-5.13330, 0.81902, 5.05120], [-5.91323, 2.02564, 3.15152], [-5.95275, -0.67825, 2.95035], [-5.11681, -1.74508, 3.99588], [-4.92054, -0.94958, 1.61898], [-6.92809, 0.31419, 1.90753], [-7.15237, -0.42586, 4.18622], [-6.88867, -2.02166, 2.42478], [-1.28304, 0.39077, -0.53564], [-1.92082, -1.37176, 0.27102], [-0.29750, -0.01471, -1.76185], [-1.03365, 0.13437, -3.25614], [0.10869, -2.00247, -1.59457], [0.54772, 2.42943, 0.24728], [0.41917, 3.45496, -1.46002], [3.02339, -1.61902, -1.58206], [4.42229, -3.00738, -1.61621], [4.73938, -1.26851, -2.28088], [6.46776, -3.11754, 0.10454], [7.61634, -2.20277, 2.53352], [6.60637, 0.10836, 3.73724], [4.41918, 1.48269, 2.67036], [3.20487, 1.04598, -1.11516], [2.03297, -0.14071, -0.24018], [2.29278, 4.28333, 0.99831], [3.30501, 3.30827, 2.25400], [4.71313, 4.51866, 0.40183], [4.96708, 2.64621, 0.30975], [7.31003, 3.35522, -1.12924], [7.34752, 2.32578, -2.80368], [6.48113, 1.63607, -1.27698], [4.46256, 0.91432, -3.33566], [3.19805, 2.22436, -3.82208], [4.85668, 2.12581, -4.84435], [4.47001, 5.46565, -3.81591], [6.23109, 5.54481, -2.96125], [5.97316, 4.47424, -4.57780], [-0.41729, 0.44980, 2.40461], [-1.13411, 2.59159, 2.47832], [-1.80812, 3.29733, 0.86846], [-3.62460, 1.08320, 0.77920], [-3.90869, 2.68619, 1.71224], [-2.24891, 0.91309, -1.00040], [0.71168, 0.56463, -1.84039], [-1.42894, 1.22937, -3.40199], [-1.84581, -0.70047, -3.41377], [-0.18069, -0.08434, -4.04687], [0.35507, 3.29159, 1.05174], [-7.10359, -3.14298, -0.42838], [-6.69816, -2.17593, -1.48770], [-5.94494, -2.96331, -2.38189], [-6.46146, -4.21924, -2.26993], [-6.26255, -5.11520, -3.07339], [-7.23677, -4.35076, -1.15053], [-5.89133, -1.21649, -0.98159], [-6.34037, -3.26623, 0.34731], [-8.04728, -2.86552, 0.04896], [-7.53727, -1.71521, -2.01981], [-0.18046, -5.70896, 2.20782], [0.66320, -4.54018, 2.58714], [0.15558, -3.49467, 1.78957], [-1.15705, -3.80342, 1.59372], [-1.99313, -3.01273, 1.18918], [-1.42471, -5.10632, 1.91353], [1.95501, -4.74704, 2.24641], [0.19071, -6.22835, 1.31795], [-0.27813, -6.43289, 3.02132], [0.59617, -4.26253, 3.64446], [3.77411, 5.11337, -8.27916], [3.22779, 4.39453, -7.09320], [4.34957, 3.71868, -6.57193], [5.41875, 4.49225, -6.91120], [6.52565, 4.38796, -6.40943], [5.09755, 5.40551, -7.87777], [2.31164, 3.47348, -7.46738], [3.79714, 4.48962, -9.17905], [3.22057, 6.02964, -8.50151], [2.80440, 5.05147, -6.32593], [-6.35947, -4.39002, 5.02885], [-7.61525, -4.15245, 5.79585], [-8.18246, -5.43817, 5.90578], [-7.12316, -6.29515, 5.89443], [-7.18365, -7.46274, 6.24219], [-5.98150, -5.68438, 5.45277], [-8.46692, -3.36966, 5.09616], [-6.51935, -4.39525, 3.94543], [-5.58284, -3.65767, 5.26530], [-7.45823, -3.73262, 6.79515]],
  "spin_multiplicity": 1,
  "energy_ha": -12214.1408,
  "total_charge": 0
}


{
  "formula": "C17H20ClN3O",
  "method": "the ωB97M-V functional and the def2-TZVPD basis",
  "species": ["N", "C", "C", "N", "C", "C", "C", "C", "C", "C", "N", "C", "C", "C", "O", "C", "C", "C", "C", "C", "C", "Cl", "H", "H", "H", "H", "H", "H", "H", "H", "H", "H", "H", "H", "H", "H", "H", "H", "H", "H", "H", "H"],
  "coordinates": [[-1.47414, 1.36693, -1.76349], [-1.03518, 0.22329, -1.12896], [-0.58722, -1.01581, -1.90541], [-1.35583, -1.23543, -3.15828], [-1.08841, -0.59233, -4.39951], [-1.82435, -0.90367, -5.57669], [-1.62884, -0.16334, -6.75362], [-0.74691, 0.89400, -6.79851], [0.04600, 1.11027, -5.67056], [-0.12548, 0.39913, -4.47228], [-0.98582, 0.20853, 0.16745], [-1.25506, 1.38808, 1.02385], [-1.29629, 1.02809, 2.49841], [0.15116, 0.78325, 2.99600], [0.08808, 0.11515, 4.27110], [1.24145, -0.43293, 4.77529], [1.41851, -1.77478, 4.52859], [2.53860, -2.41160, 5.02166], [3.55069, -1.68481, 5.68440], [3.35365, -0.32432, 5.94208], [2.17915, 0.30881, 5.51921], [1.98730, 2.03024, 5.86651], [-1.98609, 2.03959, -1.21938], [-1.67611, 1.24126, -2.74859], [0.48726, -0.95394, -2.16952], [-0.71636, -1.87186, -1.24219], [-2.01823, -2.01617, -3.20689], [-2.50750, -1.75725, -5.57996], [-2.19667, -0.41740, -7.64039], [-0.64722, 1.54720, -7.67188], [0.75939, 1.93482, -5.63982], [0.45023, 0.76770, -3.61252], [-2.24267, 1.81566, 0.73040], [-0.51030, 2.18854, 0.84555], [-1.77299, 1.86673, 3.06077], [-1.89780, 0.14055, 2.64852], [0.65581, 1.75329, 3.11282], [0.76022, 0.20212, 2.29709], [0.65475, -2.35130, 4.02152], [2.60281, -3.50929, 4.96330], [4.49905, -2.15910, 5.93768], [4.15138, 0.22209, 6.44625]],
  "spin_multiplicity": 1,
  "smiles": "N/C(CNc1ccccc1)=N\\CCCOc1ccccc1Cl",
  "energy_ha": -1359.4688,
  "total_charge": 0
}


{
  "formula": "C23H19F3O3",
  "method": "the ωB97M-V functional and the def2-TZVPD basis",
  "species": ["C", "O", "C", "C", "C", "C", "C", "C", "C", "C", "C", "O", "C", "C", "C", "C", "C", "C", "H", "H", "H", "H", "H", "H", "H", "H", "H", "H", "H", "H", "H", "H", "H", "F", "C", "F", "F", "C", "C", "O", "C", "C", "C", "C", "H", "H", "H", "H"],
  "coordinates": [[6.23852, 3.24896, -1.16758], [5.99637, 1.86362, -1.18211], [4.65324, 1.50666, -1.24030], [4.31680, 0.18055, -0.91778], [3.01410, -0.23042, -0.87138], [1.95414, 0.66946, -1.13346], [0.61752, 0.21620, -0.99554], [-0.58554, 0.96434, -0.93595], [-1.81073, 0.27095, -1.09934], [-2.98819, 0.96282, -1.13059], [-3.02261, 2.36302, -0.95825], [-4.30608, 2.87928, -1.07678], [-5.19745, 1.79414, -1.35486], [-4.38160, 0.49152, -1.37245], [-1.83025, 3.04955, -0.70741], [-0.64229, 2.36601, -0.69383], [2.30672, 1.97310, -1.55704], [3.61268, 2.37815, -1.60178], [7.29003, 3.40686, -0.93067], [6.02855, 3.67485, -2.14746], [5.62759, 3.72404, -0.39959], [5.11390, -0.50347, -0.68856], [2.77956, -1.24497, -0.59560], [0.50284, -0.85239, -0.91455], [-1.82213, -0.79610, -1.22677], [-5.97368, 1.78682, -0.57989], [-5.67527, 1.99259, -2.32168], [-4.45349, -0.03194, -2.33235], [-4.69511, -0.20490, -0.58705], [-1.87518, 4.11024, -0.53010], [0.25933, 2.89368, -0.43592], [1.53746, 2.63674, -1.90895], [3.85681, 3.36738, -1.94368], [-1.47543, -1.97648, 5.03524], [-0.64848, -1.82262, 3.98667], [-0.83055, -0.60803, 3.44188], [0.62465, -1.96821, 4.39223], [-0.96221, -2.88183, 2.95857], [-0.22981, -2.95390, 1.72448], [0.65297, -2.14666, 1.42609], [-0.56160, -4.01634, 0.82754], [-1.54399, -4.91162, 1.13199], [-2.24523, -4.80586, 2.32376], [-1.94442, -3.79531, 3.22160], [-0.00064, -4.08371, -0.08964], [-1.77743, -5.71020, 0.44578], [-3.02288, -5.51386, 2.55953], [-2.48150, -3.71273, 4.15352]],
  "spin_multiplicity": 1,
  "energy_ha": -1413.0590,
  "total_charge": 0
}